5 unconnected molecules or ions with the total composition C7H19BF5N12O7, computed with ωB97M-V/def2-TZVPD.

Energy ... -54032.395 eV
LUMO ... -6.68 eV
Charge ... +1
Maximum force ... 7.5 eV Å⁻¹
Highest occupied orbital energy ... -11.41 eV

```
51
C7H19BF5N12O7 | the OMol25 dataset | ωB97M-V/def2-TZVPD
O -5.84 -1.03 -4.04
B -5.44 -2.45 -4.03
O -5.15 -3.09 -5.36
O -5.34 -3.34 -2.86
N -5.17 -2.66 -1.71
N -6.25 -2.68 -0.82
N -5.96 -1.98 0.37
C -4.53 -1.47 0.17
C -3.76 -0.56 1.30
F -4.09 0.88 1.20
F -4.24 -1.01 2.66
C -2.13 -0.71 1.33
F -1.66 -2.11 1.59
F -1.44 -0.08 0.15
N -4.09 -1.97 -1.19
F -2.88 -1.79 -1.77
H -5.50 -0.53 -3.24
H -4.63 -2.45 -5.94
H -1.75 -0.08 2.27
C 1.77 0.20 2.34
O 0.73 0.00 2.94
N 1.93 -0.12 1.04
N 2.86 0.74 2.91
H 2.78 0.03 0.52
H 1.13 -0.53 0.57
H 2.78 0.99 3.89
H 3.73 0.91 2.43
C 0.90 2.11 -2.94
O 1.59 2.52 -3.87
N 0.15 1.00 -3.02
N 0.82 2.75 -1.76
H -0.42 0.65 -2.27
H 0.18 0.49 -3.90
H 1.37 3.60 -1.66
H 0.26 2.43 -0.99
C 2.66 4.54 2.08
O 1.87 4.47 1.15
N 3.34 5.67 2.37
N 2.93 3.50 2.89
H 3.99 5.75 3.13
H 3.17 6.47 1.78
H 2.44 2.64 2.70
H 3.57 3.54 3.66
C 4.16 -2.64 0.46
O 4.15 -1.42 0.37
N 4.80 -3.29 1.44
N 3.52 -3.43 -0.43
H 4.82 -4.30 1.52
H 5.29 -2.73 2.12
H 3.02 -2.98 -1.18
H 3.52 -4.44 -0.37
```

Here are the Löwdin charges for atoms 1 to 6, given in e: number 1, O, carries 0.13; number 2, B, carries -0.41; number 3, O, carries 0.10; number 4, O, carries 0.20; number 5, N, carries -0.09; number 6, N, carries 0.20